[1]
C3H4NO3 | the ωB97M-V functional and the def2-TZVPD basis

```
! RIJCOSX wB97M-V def2-TZVPD def2/J DEFGRID3
* xyz 0 2
O 0.337 1.284 2.559
C -0.129 1.086 1.471
C 0.550 0.211 0.448
N -0.270 -0.020 -0.734
C -0.221 -1.238 -1.387
O -1.202 -1.343 -2.235
O 0.611 -2.076 -1.135
H -1.110 1.520 1.223
H 1.433 0.705 0.119
H 0.939 -0.770 0.769
H -0.938 0.641 -1.098
*
```

Calculated values
- highest occupied orbital energy (spin up / spin down) (eV) = -10.5 / -10.4
- energy above the lowest of the compared OMol25 structures with the same formula, charge and spin (kcal/mol) = 18.0
- Kohn-Sham gap (spin up / spin down) (eV) = 11.02 / 6.92

Here is what natural (NBO) gives for the atomic charges, in e: -0.486, 0.427, -0.347, -0.627, 0.806, -0.211, -0.578, 0.111, 0.228, 0.272, 0.406

***

[2]
C3H4NO3S | the ωB97M-V functional and the def2-TZVPD basis

```
! RIJCOSX wB97M-V def2-TZVPD def2/J DEFGRID3
* xyz -1 1
C -0.242 0.135 -0.158
C 0.997 0.527 -0.778
C 2.300 -0.473 0.838
N -1.263 0.752 -0.485
O -2.830 -1.106 0.443
O -3.641 0.529 -1.268
O 2.175 0.205 -0.335
S -2.956 0.302 0.046
H -0.161 -0.587 0.614
H 0.905 1.416 -1.420
H 1.512 -0.933 1.294
H 3.204 -0.767 1.210
*
```

Calculated values
- highest occupied orbital energy (spin up / spin down) (eV) = -3.6 / -3.5
- energy above the lowest of the compared OMol25 structures with the same formula, charge and spin (kcal/mol) = 114.5
- Kohn-Sham gap (spin up / spin down) (eV) = 6.71 / 6.97

Here is what natural (NBO) gives for the atomic charges, in e: -0.048, 0.107, -0.165, -0.594, -1.054, -1.034, -0.393, 1.566, 0.149, 0.175, 0.146, 0.144

***

[3]
C3H4NO4S | the ωB97M-V functional and the def2-TZVPD basis

```
! RIJCOSX wB97M-V def2-TZVPD def2/J DEFGRID3
* xyz -1 1
O -1.140 -0.143 -1.492
S -1.756 -0.069 -0.168
O -2.497 -1.273 0.198
O -2.472 1.167 0.099
C -0.324 -0.057 1.015
N 0.421 1.347 0.579
C 1.260 0.928 -0.249
C 1.362 -0.576 -0.370
O 0.621 -1.022 0.750
H -0.646 -0.033 2.048
H 1.891 1.594 -0.817
H 0.895 -0.907 -1.307
H 2.385 -0.957 -0.284
*
```

Calculated values
- highest occupied orbital energy (eV) = -5.0
- energy above the lowest of the compared OMol25 structures with the same formula, charge and spin (kcal/mol) = 13.7
- Kohn-Sham gap (eV) = 8.80

Here is what natural (NBO) gives for the atomic charges, in e: -1.042, 2.366, -1.027, -1.012, -0.055, -0.391, 0.066, -0.155, -0.519, 0.196, 0.172, 0.231, 0.171